Model a:
{
  "formula": "H2N2O3S",
  "method": "ωB97M-V/def2-TZVPD",
  "gap_ev": [9.30, 7.19],
  "elements": ["S", "O", "O", "O", "N", "N", "H", "H"],
  "xyz": [[0.951, 1.516, -0.111], [0.253, 2.672, -0.617], [2.263, 1.185, -0.621], [1.886, 0.730, 3.299], [-0.046, 0.163, -0.458], [1.182, 1.580, 2.968], [0.383, -0.731, -0.277], [-1.003, 0.216, -0.155]],
  "mulliken_charge": [0.8562, -0.4935, -0.4736, -0.1405, -0.4747, 0.1772, 0.2791, 0.2698]
}


Model b:
{
  "formula": "H2N2O3S",
  "method": "ωB97M-V/def2-TZVPD",
  "gap_ev": 9.90,
  "elements": ["S", "O", "O", "O", "N", "N", "H", "H"],
  "xyz": [[-1.738, -0.051, -0.098], [-2.575, 2.051, -1.616], [-1.033, 0.940, -2.609], [-2.271, -1.399, -0.363], [-1.841, 1.099, -1.727], [-0.141, -0.254, -0.288], [-0.011, -1.183, -0.367], [0.581, 0.272, 0.099]],
  "mulliken_charge": [0.6392, -0.5263, -0.4821, -0.5166, 0.7678, -0.3741, 0.2514, 0.2408]
}


Short version: model a is the most stable of them.


Model a:
{
  "formula": "C2H4BrI",
  "method": "ωB97M-V/def2-TZVPD",
  "gap_ev": [7.78, 7.94],
  "elements": ["I", "Br", "C", "C", "H", "H", "H", "H"],
  "xyz": [[2.482, -1.204, -1.230], [-0.834, 0.650, 0.358], [-1.936, -0.605, 1.022], [1.383, 0.647, -0.731], [-1.773, -0.774, 2.062], [1.888, 1.282, -0.110], [-2.554, -1.192, 0.322], [1.344, 1.196, -1.694]],
  "mulliken_charge": [-0.0041, 0.1491, -0.6186, -0.9108, 0.3085, 0.4207, 0.3040, 0.3513]
}


Model b:
{
  "formula": "C2H4BrI",
  "method": "ωB97M-V/def2-TZVPD",
  "gap_ev": 9.68,
  "elements": ["I", "Br", "C", "C", "H", "H", "H", "H"],
  "xyz": [[2.305, -0.794, -0.178], [0.958, 2.105, 0.315], [0.599, 0.239, 0.522], [-0.875, -0.360, -0.467], [-0.541, -1.127, -1.127], [-1.434, 0.474, -0.990], [-1.531, -0.765, 0.284], [0.521, 0.228, 1.641]],
  "mulliken_charge": [0.1074, -0.0878, -0.4899, -0.7924, 0.3434, 0.2634, 0.2733, 0.3826]
}


Short version: model b is the most stable of them.


Model a:
{
  "formula": "H24O12",
  "method": "ωB97M-V/def2-TZVPD",
  "smiles": "O.O.O.O.O.O.O.O.O.O.O.O",
  "gap_ev": 9.30,
  "elements": ["O", "O", "O", "O", "O", "O", "O", "O", "O", "O", "O", "O", "H", "H", "H", "H", "H", "H", "H", "H", "H", "H", "H", "H", "H", "H", "H", "H", "H", "H", "H", "H", "H", "H", "H", "H"],
  "xyz": [[0.019, -4.634, -0.781], [-2.058, 2.916, 2.033], [3.330, 1.523, 3.410], [1.791, 3.077, 2.607], [4.368, -1.913, -1.061], [-1.825, 0.053, 2.936], [-0.689, -0.387, 0.182], [2.561, 1.374, 0.786], [-3.389, -0.689, -3.942], [2.301, -1.119, -0.905], [-1.978, -2.265, -4.305], [-4.272, 2.055, -0.774], [2.553, 2.291, 0.489], [-3.686, 0.224, -4.025], [-4.753, 2.043, 0.061], [-1.352, 2.702, 2.653], [-1.295, -0.741, -0.478], [-1.108, 0.687, 3.054], [-1.804, -1.327, -4.447], [3.598, 0.618, 3.214], [0.176, -0.705, -0.099], [1.681, 3.440, 3.493], [0.046, -4.521, -1.737], [0.892, 2.886, 2.317], [-2.704, -0.652, -3.265], [-2.506, 2.075, 1.887], [2.503, 1.632, 2.927], [2.509, -1.207, -1.842], [1.738, -1.878, -0.717], [4.691, -1.453, -1.845], [3.783, -2.593, -1.413], [1.647, 1.086, 0.682], [-0.386, -3.820, -0.460], [-1.635, -0.360, 2.086], [-3.352, 1.927, -0.517], [-2.507, -2.286, -3.499]],
  "mulliken_charge": [-0.6193, -0.6199, -0.6309, -0.6309, -0.5958, -0.6410, -0.5640, -0.5859, -0.6335, -0.6385, -0.5884, -0.6259, 0.2830, 0.3055, 0.3224, 0.2380, 0.2659, 0.2813, 0.3411, 0.3048, 0.3063, 0.3176, 0.3296, 0.3084, 0.2598, 0.3779, 0.3765, 0.3320, 0.2881, 0.3021, 0.3153, 0.2479, 0.2841, 0.3539, 0.3122, 0.3204]
}


Model b:
{
  "formula": "H24O12",
  "method": "ωB97M-V/def2-TZVPD",
  "smiles": "O.O.O.O.O.O.O.O.O.O.O.O",
  "gap_ev": 9.97,
  "elements": ["O", "O", "O", "O", "O", "O", "O", "O", "O", "O", "O", "O", "H", "H", "H", "H", "H", "H", "H", "H", "H", "H", "H", "H", "H", "H", "H", "H", "H", "H", "H", "H", "H", "H", "H", "H"],
  "xyz": [[0.255, -3.877, -1.250], [1.145, -1.395, -2.191], [-2.393, -1.395, -0.219], [0.517, 1.046, -1.656], [2.664, 2.209, -0.389], [2.652, -2.090, 0.935], [0.741, 2.190, 1.426], [-0.064, -0.191, 0.555], [-1.905, 1.938, 0.356], [-0.268, 3.510, -1.759], [-1.760, 0.638, 2.701], [-1.519, -2.051, 2.869], [0.819, 1.317, 1.053], [-2.560, 0.088, 2.568], [2.176, -2.208, 1.776], [-2.370, 1.559, -0.369], [-1.935, 2.865, 0.196], [0.851, -1.583, -3.081], [2.101, -1.470, -2.314], [-1.860, -1.939, 3.759], [-0.651, -3.964, -1.492], [0.707, 0.151, -2.006], [-1.618, 1.122, 1.888], [0.536, -0.929, 0.441], [-0.140, 2.483, 1.121], [1.315, 1.283, -1.214], [2.755, -3.024, 0.662], [-1.609, -1.044, 0.198], [2.040, 2.287, 0.320], [-0.582, 3.764, -2.620], [-1.232, -1.120, 2.665], [3.196, 1.450, -0.039], [-0.142, 2.541, -1.788], [0.500, -3.037, -1.642], [0.012, 0.236, -0.277], [-2.375, -1.360, -1.182]],
  "mulliken_charge": [-0.5955, -0.8034, -0.6739, -0.8615, -0.7562, -0.6421, -0.7265, -0.4970, -0.5652, -0.6505, -0.7876, -0.6667, 0.3081, 0.3396, 0.3257, 0.2195, 0.2871, 0.3365, 0.3096, 0.3022, 0.3158, 0.3988, 0.3563, 0.1747, 0.4362, 0.3413, 0.3182, 0.3268, 0.5461, 0.3041, 0.4122, 0.3308, 0.4488, 0.3594, 0.4485, 0.2795]
}


Short version: model b is the most stable of them.


Model a:
{
  "formula": "H24O12",
  "method": "ωB97M-V/def2-TZVPD",
  "smiles": "O.O.O.O.O.O.O.O.O.O.O.O",
  "gap_ev": 9.77,
  "elements": ["O", "O", "O", "O", "O", "O", "O", "O", "O", "O", "O", "O", "H", "H", "H", "H", "H", "H", "H", "H", "H", "H", "H", "H", "H", "H", "H", "H", "H", "H", "H", "H", "H", "H", "H", "H"],
  "xyz": [[-1.776, -1.707, -2.197], [2.556, 1.935, 1.295], [-1.461, -1.598, 2.364], [-1.420, 2.159, -1.180], [0.339, 0.127, 0.044], [2.252, -0.686, 2.378], [-0.592, -2.784, 0.130], [2.086, -2.923, 0.321], [-0.209, 0.674, -3.045], [-3.672, 1.318, -0.004], [-1.091, 2.585, 1.509], [2.495, 1.584, -1.464], [-1.186, 3.461, 1.881], [-1.321, -1.947, -1.390], [2.018, 1.164, 1.475], [-2.331, -1.965, 2.523], [-1.209, 2.306, -0.258], [1.720, 1.051, -1.289], [0.123, -0.805, 0.089], [-1.082, -1.404, -2.783], [-0.506, 0.572, 0.094], [0.347, -2.968, 0.083], [-0.761, 2.051, 2.232], [2.714, -3.489, 0.769], [-3.851, 2.123, 0.482], [-1.052, -2.208, 1.750], [2.670, 1.456, -2.396], [3.199, -0.571, 2.459], [-0.896, 0.889, -3.676], [-2.818, 1.468, -0.410], [2.526, -2.671, -0.491], [2.144, -1.585, 2.069], [2.385, 2.136, 0.374], [-0.862, 2.775, -1.655], [-0.474, 1.123, -2.241], [-1.004, -3.647, 0.156]],
  "mulliken_charge": [-0.6414, -0.6816, -0.6169, -0.8927, 0.0590, -0.6064, -0.7616, -0.6396, -0.6722, -0.6407, -0.5403, -0.6929, 0.2435, 0.3488, 0.3455, 0.2817, 0.2138, 0.2679, 0.1666, 0.3178, 0.1184, 0.3169, 0.2561, 0.2832, 0.2879, 0.3455, 0.3010, 0.2959, 0.3034, 0.5209, 0.2861, 0.2955, 0.3652, 0.3752, 0.4342, 0.3563]
}


Model b:
{
  "formula": "H24O12",
  "method": "ωB97M-V/def2-TZVPD",
  "smiles": "O.O.O.O.O.O.O.O.O.O.O.O",
  "gap_ev": 9.11,
  "elements": ["O", "O", "O", "O", "O", "O", "O", "O", "O", "O", "O", "O", "H", "H", "H", "H", "H", "H", "H", "H", "H", "H", "H", "H", "H", "H", "H", "H", "H", "H", "H", "H", "H", "H", "H", "H"],
  "xyz": [[0.045, -0.505, 0.125], [-1.806, -1.429, -2.748], [-1.839, -2.575, -0.012], [-0.539, -1.750, 2.513], [-0.971, 1.069, -2.449], [2.406, 0.748, 1.915], [0.776, -3.468, -1.221], [2.232, -0.729, -1.611], [0.424, 2.158, -0.110], [-2.640, 0.541, -0.403], [0.151, 1.436, 3.098], [1.397, 3.657, 2.072], [-3.022, -0.318, -0.496], [0.608, 2.129, 3.546], [-0.230, 1.546, -2.087], [3.190, 0.417, 2.432], [2.058, 4.213, 1.624], [0.420, 0.403, 0.242], [0.333, -3.097, -0.493], [-2.212, -3.417, 0.047], [-0.404, 2.612, 0.029], [0.361, -1.569, 2.715], [1.125, 2.942, 1.511], [-0.678, -0.483, -0.505], [2.888, 0.936, 1.070], [1.044, 2.766, -0.544], [-1.550, 1.787, -2.589], [0.920, 1.169, 2.560], [0.851, -4.360, -0.879], [-2.335, 0.705, -1.323], [-1.471, -0.552, -2.558], [-1.676, -2.434, -0.908], [-2.599, -1.262, -3.209], [-0.572, -1.378, 1.623], [1.698, -0.674, -0.825], [1.632, -1.249, -2.145]],
  "mulliken_charge": [-0.2964, -0.6204, -0.5372, -0.6749, -0.6547, -0.5369, -0.5711, -0.7070, -0.7436, -0.5821, -0.5939, -0.6349, 0.3304, 0.3270, 0.2336, 0.2413, 0.2841, 0.3670, 0.3266, 0.2479, 0.3118, 0.2844, 0.4556, 0.0842, 0.2779, 0.3030, 0.3297, 0.2242, 0.2800, 0.3405, 0.3026, 0.3033, 0.3134, 0.3464, 0.3208, 0.3171]
}


Short version: model a is the most stable of them.